The following is a DFT calculation (ωB97M-V/def2-TZVPD) of a cluster of 9 separate species, C37H97N14O10P3 in total in a non-equilibrium geometry.

Last columns: bonded neighbours and bond lengths (Å).
Cartesian coordinates (Å):
1 C 1.576 -2.004 -5.211  N2 1.492, H12 1.144, H13 1.051, H14 1.113
2 N 0.850 -3.114 -4.528  C1 1.492, C3 1.448, P4 1.651
3 C 1.674 -3.753 -3.523  N2 1.448, H15 1.088, H16 1.112, H17 1.082
4 P -0.780 -3.326 -4.679  N2 1.651, O5 1.453, N6 1.678, N9 1.632
5 O -1.246 -2.886 -5.983  P4 1.453
6 N -0.765 -4.975 -4.370  P4 1.678, C7 1.457, C8 1.466
7 C -0.037 -5.879 -5.250  N6 1.457, H18 1.108, H19 1.094, H20 1.105
8 C -1.957 -5.572 -3.763  N6 1.466, H21 1.117, H22 1.095, H23 1.118
9 N -1.561 -2.501 -3.507  P4 1.632, C10 1.431, C11 1.446
10 C -1.177 -2.611 -2.133  N9 1.431, H24 1.056, H25 1.136, H26 1.082
11 C -2.882 -1.968 -3.761  N9 1.446, H27 1.094, H28 1.069, H29 1.150
12 H 2.420 -2.442 -5.849  C1 1.144
13 H 1.919 -1.332 -4.478  C1 1.051
14 H 0.854 -1.489 -5.883  C1 1.113
15 H 1.920 -3.114 -2.678  C3 1.088
16 H 2.690 -4.000 -3.902  C3 1.112
17 H 1.128 -4.595 -3.118  C3 1.082
18 H -0.642 -6.479 -5.959  C7 1.108
19 H 0.683 -5.283 -5.817  C7 1.094
20 H 0.575 -6.571 -4.644  C7 1.105
21 H -1.729 -6.404 -3.052  C8 1.117
22 H -2.396 -4.924 -2.997  C8 1.095
23 H -2.800 -5.953 -4.391  C8 1.118
24 H -1.684 -2.009 -1.429  C10 1.056
25 H -1.335 -3.674 -1.762  C10 1.136
26 H -0.125 -2.355 -2.119  C10 1.082
27 H -3.742 -2.518 -3.368  C11 1.094
28 H -3.061 -1.928 -4.814  C11 1.069
29 H -2.958 -0.877 -3.405  C11 1.150
30 C 3.055 3.263 -2.725  N31 1.459, H41 1.082, H42 1.053, H43 1.110
31 N 1.603 3.230 -2.870  C30 1.459, C32 1.443, P33 1.658
32 C 1.191 2.070 -3.623  N31 1.443, H44 1.107, H45 1.137, H46 1.105
33 P 0.556 4.292 -2.147  N31 1.658, O34 1.504, N35 1.705, N38 1.687
34 O -0.774 4.405 -2.840  P33 1.504
35 N 0.295 3.782 -0.542  P33 1.705, C36 1.485, C37 1.455
36 C -1.018 3.956 0.129  N35 1.485, H47 1.082, H48 1.082, H49 1.045
37 C 1.166 2.787 0.065  N35 1.455, H50 1.094, H51 1.125, H52 1.084
38 N 1.506 5.687 -2.162  P33 1.687, C39 1.444, C40 1.457
39 C 1.817 6.298 -3.433  N38 1.444, H53 1.074, H54 1.083, H55 1.085
40 C 1.329 6.649 -1.082  N38 1.457, H56 1.079, H57 1.080, H58 1.056
41 H 3.448 4.139 -2.226  C30 1.082
42 H 3.490 3.348 -3.680  C30 1.053
43 H 3.379 2.286 -2.308  C30 1.110
44 H 0.235 2.192 -4.167  C32 1.107
45 H 1.131 1.150 -2.957  C32 1.137
46 H 2.005 1.928 -4.356  C32 1.105
47 H -0.974 4.393 1.118  C36 1.082
48 H -1.645 4.520 -0.550  C36 1.082
49 H -1.485 3.036 0.294  C36 1.045
50 H 0.785 1.761 0.034  C37 1.094
51 H 2.115 2.803 -0.540  C37 1.125
52 H 1.354 3.080 1.091  C37 1.084
53 H 1.093 7.041 -3.710  C39 1.074
54 H 2.752 6.828 -3.307  C39 1.083
55 H 1.916 5.557 -4.220  C39 1.085
56 H 0.532 7.314 -1.378  C40 1.079
57 H 2.209 7.271 -1.016  C40 1.080
58 H 1.080 6.193 -0.164  C40 1.056
59 C -1.477 1.898 3.007  N60 1.512, H70 1.107, H71 1.098, H72 1.088
60 N -2.561 2.874 3.407  C59 1.512, C61 1.454, P62 1.633
61 C -2.317 3.631 4.624  N60 1.454, H73 1.059, H74 1.110, H75 1.051
62 P -3.937 2.941 2.529  N60 1.633, O63 1.470, N64 1.680, N67 1.719
63 O -3.723 2.601 1.115  P62 1.470
64 N -5.107 2.004 3.286  P62 1.680, C65 1.511, C66 1.461
65 C -5.559 0.766 2.546  N64 1.511, H76 1.131, H77 1.100, H78 1.096
66 C -5.140 1.871 4.741  N64 1.461, H79 1.088, H80 1.069, H81 1.086
67 N -4.406 4.569 2.816  P62 1.719, C68 1.470, C69 1.428
68 C -3.396 5.572 2.446  N67 1.470, H82 1.066, H83 1.058, H84 1.139
69 C -5.735 4.989 2.503  N67 1.428, H85 1.069, H86 1.069, H87 1.050
70 H -0.547 2.393 2.668  C59 1.107
71 H -1.896 1.138 2.334  C59 1.098
72 H -1.248 1.487 3.987  C59 1.088
73 H -1.576 4.373 4.472  C61 1.059
74 H -2.049 2.950 5.459  C61 1.110
75 H -3.160 4.191 4.909  C61 1.051
76 H -6.584 0.389 2.842  C65 1.131
77 H -5.689 1.023 1.484  C65 1.100
78 H -4.841 -0.052 2.668  C65 1.096
79 H -4.276 1.290 5.058  C66 1.088
80 H -4.977 2.812 5.222  C66 1.069
81 H -6.098 1.560 5.147  C66 1.086
82 H -2.409 5.235 2.665  C68 1.066
83 H -3.492 5.825 1.424  C68 1.058
84 H -3.421 6.517 3.082  C68 1.139
85 H -5.905 5.114 1.455  C69 1.069
86 H -5.799 5.997 2.852  C69 1.069
87 H -6.419 4.298 2.900  C69 1.050
88 C -3.008 -2.868 1.441  C89 1.479, H94 1.068, H95 1.116, H96 1.095
89 C -3.120 -1.840 2.498  C88 1.479, O90 1.438, H97 1.080, H98 1.067
90 O -1.887 -1.833 3.238  C89 1.438, C91 1.363
91 C -2.008 -1.557 4.567  O90 1.363, C92 1.462, O93 1.203
92 C -0.809 -1.738 5.385  C91 1.462, H99 1.070, H100 1.095, H101 1.086
93 O -2.976 -1.124 5.136  C91 1.203
94 H -2.090 -2.800 0.902  C88 1.068
95 H -3.776 -2.640 0.663  C88 1.116
96 H -3.136 -3.911 1.749  C88 1.095
97 H -3.302 -0.872 2.057  C89 1.080
98 H -3.871 -2.054 3.225  C89 1.067
99 H -0.724 -0.877 6.016  C92 1.070
100 H 0.123 -1.933 4.844  C92 1.095
101 H -1.068 -2.533 6.079  C92 1.086
102 C 7.287 -1.380 -4.244  N103 1.454, H107 1.099, H108 1.096, H109 1.099
103 N 6.096 -0.558 -4.380  C102 1.454, C104 1.443, C105 1.400
104 C 5.650 -0.153 -5.692  N103 1.443, H110 1.095, H111 1.078, H112 1.094
105 C 5.342 -0.091 -3.296  N103 1.400, O106 1.221, H113 1.105
106 O 4.337 0.600 -3.347  C105 1.221
107 H 8.139 -0.771 -4.575  C102 1.099
108 H 7.117 -2.209 -4.941  C102 1.096
109 H 7.361 -1.657 -3.183  C102 1.099
110 H 5.470 -1.048 -6.295  C104 1.095
111 H 4.723 0.390 -5.607  C104 1.078
112 H 6.381 0.521 -6.147  C104 1.094
113 H 5.785 -0.449 -2.348  C105 1.105
114 C 0.112 -4.357 1.379  N115 1.469, H119 1.121, H120 1.089, H121 1.140
115 N 1.497 -4.015 1.729  C114 1.469, C116 1.438, C117 1.366
116 C 1.737 -4.021 3.147  N115 1.438, H122 1.115, H123 1.120, H124 1.086
117 C 2.518 -3.658 0.895  N115 1.366, O118 1.226, H125 1.104
118 O 2.532 -3.611 -0.330  C117 1.226
119 H 0.055 -4.364 0.259  C114 1.121
120 H -0.563 -3.584 1.741  C114 1.089
121 H -0.195 -5.374 1.794  C114 1.140
122 H 0.920 -3.441 3.637  C116 1.115
123 H 1.638 -5.044 3.590  C116 1.120
124 H 2.677 -3.591 3.477  C116 1.086
125 H 3.455 -3.688 1.477  C117 1.104
126 C 5.400 -1.698 5.731  N127 1.420, H131 1.092, H132 1.090, H133 1.059
127 N 4.187 -2.415 5.897  C126 1.420, C128 1.445, C129 1.359
128 C 2.933 -1.703 5.810  N127 1.445, H134 1.068, H135 1.065, H136 1.047
129 C 4.224 -3.757 6.109  N127 1.359, O130 1.223, H137 1.074
130 O 3.213 -4.442 6.184  C129 1.223
131 H 5.726 -1.534 4.702  C126 1.092
132 H 6.151 -2.228 6.318  C126 1.090
133 H 5.152 -0.731 6.088  C126 1.059
134 H 2.369 -1.835 6.708  C128 1.068
135 H 3.070 -0.655 5.676  C128 1.065
136 H 2.345 -1.988 4.992  C128 1.047
137 H 5.161 -4.253 6.283  C129 1.074
138 C 1.625 -0.891 -0.704  N139 1.466, H143 1.084, H144 1.112, H145 1.057
139 N 2.018 -0.669 0.691  C138 1.466, C140 1.496, C141 1.361
140 C 1.005 -0.802 1.784  N139 1.496, H146 1.093, H147 1.118, H148 1.097
141 C 3.318 -0.492 1.052  N139 1.361, O142 1.184, H149 1.125
142 O 3.764 -0.551 2.147  C141 1.184
143 H 2.102 -1.805 -1.040  C138 1.084
144 H 1.994 -0.019 -1.288  C138 1.112
145 H 0.575 -0.970 -0.796  C138 1.057
146 H 0.786 -1.848 2.013  C140 1.093
147 H 1.378 -0.327 2.724  C140 1.118
148 H 0.075 -0.262 1.564  C140 1.097
149 H 3.854 -0.378 0.069  C141 1.125
150 C -4.366 1.428 -1.837  N151 1.424, H155 1.129, H156 1.126, H157 1.113
151 N -3.058 0.908 -1.623  C150 1.424, C152 1.516, C153 1.338
152 C -1.823 1.477 -2.291  N151 1.516, H158 1.073, H159 1.106, H160 1.090
153 C -2.903 0.149 -0.532  N151 1.338, O154 1.227, H161 1.095
154 O -1.839 -0.139 0.005  C153 1.227
155 H -4.490 1.987 -2.810  C150 1.129
156 H -4.505 2.284 -1.119  C150 1.126
157 H -5.145 0.653 -1.654  C150 1.113
158 H -1.493 0.825 -3.076  C152 1.073
159 H -2.074 2.479 -2.687  C152 1.106
160 H -1.091 1.538 -1.486  C152 1.090
161 H -3.874 -0.186 -0.151  C153 1.095

Summary:
SMILES: CN(C)P(=O)(N(C)C)N(C)C.CN(C)P(=O)(N(C)C)N(C)C.CN(C)P(=O)(N(C)C)N(C)C.CCOC(C)=O.CN(C)C=O.CN(C)C=O.CN(C)C=O.CN(C)C=O.CN(C)C=O
largest force on an atom: 4.4 eV/Å
gap between HOMO and LUMO: 8.92 eV
highest occupied orbital energy: -8.353 eV
molecular weight: 991.2 g/mol
electronic energy: -109148.087 eV

Here are the Mulliken charges for atoms 1 to 8, given in e: atom 1 (C): -1.0843, atom 2 (N): 0.5042, atom 3 (C): -0.5916, atom 4 (P): 0.4023, atom 5 (O): -0.9493, atom 6 (N): 0.4136, atom 7 (C): -1.0852, atom 8 (C): -0.9821